1.
{"formula": "C4H11NO", "method": "the ωB97M-V functional and the def2-TZVPD basis", "symbols": ["C", "C", "O", "H", "H", "H", "H", "C", "C", "N", "H", "H", "H", "H", "H", "H", "H"], "positions_angstrom": [[-2.26, -0.68, -2.31], [-2.92, -1.18, -1.26], [-3.34, -0.43, -0.20], [-1.93, -1.49, -2.95], [-1.81, 0.29, -2.34], [-3.06, -2.25, -1.31], [-4.14, 0.05, -0.40], [2.95, 1.14, 0.86], [1.97, 0.05, 1.27], [0.57, 0.60, 1.42], [2.37, 1.99, 0.50], [3.45, 1.59, 1.72], [3.68, 0.78, 0.15], [1.95, -0.77, 0.56], [2.17, -0.40, 2.24], [0.36, 0.93, 0.48], [-0.02, -0.21, 1.57]], "smiles": "C=CO.CCN", "homo_ha": -0.3434, "total_energy_ha": -288.93364, "orbital_gap_ev": 10.2, "fmax_ev_per_a": 1.960}

=====

2.
{"formula": "C14H25BCuF4N3O4Sb", "method": "the ωB97M-V functional and the def2-TZVPD basis", "symbols": ["Cu", "O", "C", "C", "C", "C", "C", "C", "C", "O", "N", "O", "O", "H", "H", "H", "H", "N", "C", "C", "C", "C", "N", "H", "H", "H", "H", "H", "H", "H", "H", "H", "H", "H", "H", "F", "B", "F", "F", "F", "C", "Sb", "C", "C", "H", "H", "H", "H", "H", "H", "H", "H", "H"], "positions_angstrom": [[-0.21, -0.65, -0.17], [1.65, -0.71, 0.83], [1.91, 0.06, 1.76], [1.02, 1.01, 2.39], [1.52, 1.63, 3.55], [0.77, 2.53, 4.24], [-0.51, 2.90, 3.78], [-1.01, 2.33, 2.65], [-0.29, 1.34, 1.92], [-0.84, 0.84, 0.86], [1.30, 3.12, 5.48], [0.60, 3.93, 6.06], [2.40, 2.76, 5.86], [2.92, 0.02, 2.18], [2.51, 1.38, 3.90], [-1.07, 3.64, 4.34], [-1.99, 2.60, 2.27], [-0.92, -2.00, 1.44], [-1.62, -3.29, 1.30], [-0.77, -4.33, 0.59], [-0.66, -4.20, -0.94], [0.46, -3.32, -1.47], [0.06, -1.90, -1.66], [-0.06, -2.14, 1.97], [-1.49, -1.35, 1.98], [-2.54, -3.12, 0.73], [-1.91, -3.69, 2.27], [-1.19, -5.31, 0.83], [0.24, -4.31, 1.03], [-1.62, -3.84, -1.34], [-0.52, -5.20, -1.35], [0.80, -3.71, -2.43], [1.33, -3.33, -0.81], [-0.71, -1.85, -2.32], [0.84, -1.43, -2.13], [1.47, -0.04, -3.45], [2.79, 0.08, -2.79], [2.63, 0.89, -1.64], [3.70, 0.64, -3.67], [3.13, -1.24, -2.39], [-2.27, 2.68, -1.42], [-0.62, 1.47, -2.10], [-1.53, 0.91, -3.96], [0.59, 3.08, -2.77], [-2.61, 3.32, -2.24], [-1.95, 3.29, -0.58], [-3.09, 2.03, -1.10], [-1.84, 1.82, -4.49], [-2.41, 0.29, -3.78], [-0.80, 0.37, -4.57], [0.01, 3.67, -3.49], [1.49, 2.67, -3.23], [0.87, 3.69, -1.92]], "multiplicity": 2, "homo_ha": [-0.3170, -0.3227], "total_energy_ha": -3318.88658, "s2": 0.7567, "orbital_gap_ev": [8.1, 7.2], "fmax_ev_per_a": 0.860}

=====

3.
{"formula": "C3H25NO12", "method": "the ωB97M-V functional and the def2-TZVPD basis", "symbols": ["O", "C", "O", "N", "C", "C", "O", "H", "H", "H", "H", "H", "H", "H", "O", "H", "H", "O", "H", "H", "O", "H", "H", "O", "H", "H", "O", "H", "H", "O", "H", "H", "O", "H", "H", "O", "H", "H", "O", "H", "H"], "positions_angstrom": [[-1.82, 1.88, -1.33], [-1.54, 0.77, -1.72], [-0.80, 0.55, -2.83], [-1.65, -0.38, -0.97], [-1.49, -1.69, -1.61], [-0.28, -2.42, -0.96], [-0.74, -3.35, 0.07], [-0.59, 1.31, -3.38], [-2.33, -0.28, -0.23], [-1.30, -1.61, -2.66], [-2.37, -2.25, -1.31], [0.50, -2.95, -1.50], [0.24, -1.72, -0.32], [0.00, -3.85, 0.43], [2.30, -3.06, 0.61], [2.46, -2.18, 0.23], [3.16, -3.27, 0.99], [-2.70, -2.15, 1.30], [-3.31, -2.80, 1.66], [-1.91, -2.64, 0.93], [2.51, 2.85, -0.55], [1.70, 3.31, -0.26], [3.04, 2.76, 0.25], [0.00, 3.97, -0.39], [-0.54, 3.36, -0.91], [-0.58, 4.33, 0.28], [-2.38, 0.25, 2.56], [-2.81, -0.11, 3.34], [-2.70, -0.44, 1.95], [1.48, 2.23, -2.85], [0.99, 1.67, -2.25], [1.98, 2.86, -2.29], [1.46, 2.41, 3.17], [1.22, 1.48, 2.98], [2.40, 2.50, 3.24], [2.27, -0.54, -0.58], [2.71, -0.74, -1.41], [1.43, -0.09, -0.72], [0.29, 0.05, 2.58], [-0.59, 0.47, 2.70], [0.30, -0.44, 1.76]], "smiles": "O=C(O)NCCO.O.O.O.O.O.O.O.O.O", "homo_ha": -0.3836, "total_energy_ha": -1086.96239, "orbital_gap_ev": 10.7, "fmax_ev_per_a": 2.395}

=====

4.
{"formula": "C6H5N3", "method": "the ωB97M-V functional and the def2-TZVPD basis", "symbols": ["C", "C", "C", "C", "C", "C", "N", "N", "N", "H", "H", "H", "H", "H"], "positions_angstrom": [[-1.53, -2.63, -0.25], [-2.07, -0.33, -0.25], [0.06, 1.61, 0.27], [2.43, 0.99, -0.19], [-2.33, -1.54, 0.14], [1.19, 1.12, 0.65], [-0.84, -3.46, -0.63], [-1.81, 0.72, -0.71], [-1.07, 1.72, -0.12], [1.93, 0.49, -1.15], [3.18, 0.27, 0.28], [2.86, 1.88, -0.40], [-3.29, -1.74, 0.63], [1.31, 0.89, 1.74]], "homo_ha": -0.3491, "total_energy_ha": -395.71671, "orbital_gap_ev": 9.9, "fmax_ev_per_a": 5.587}

=====

5.
{"formula": "C7H11O6Sr", "method": "the ωB97M-V functional and the def2-TZVPD basis", "symbols": ["O", "O", "O", "C", "C", "H", "H", "H", "Sr", "C", "H", "C", "H", "O", "C", "O", "O", "C", "C", "H", "H", "H", "H", "H", "H"], "positions_angstrom": [[-1.64, 0.43, -2.34], [-1.85, -0.33, -4.42], [-1.38, -1.71, -2.73], [-1.68, -0.55, -3.14], [-2.56, -1.28, -5.21], [-3.41, -0.74, -5.64], [-3.01, -2.16, -4.73], [-1.85, -1.69, -5.93], [-1.16, -0.91, -0.41], [1.31, 0.31, 1.45], [1.72, 0.80, 2.33], [1.51, -0.94, 0.80], [1.59, -1.83, 1.42], [3.10, 1.07, 0.76], [3.52, 0.02, 0.24], [2.64, -0.92, -0.07], [4.70, -0.43, 0.47], [5.47, -0.89, -0.67], [6.93, -0.77, -0.31], [5.21, -0.27, -1.54], [5.18, -1.92, -0.87], [7.19, 0.28, -0.12], [7.55, -1.13, -1.14], [7.16, -1.36, 0.58], [0.38, 0.61, 1.96]], "charge": 1, "homo_ha": [-0.4562, -0.4703], "total_energy_ha": -755.12126, "orbital_gap_ev": [7.1, 8.3], "fmax_ev_per_a": 4.865}

=====

6.
{"formula": "H2N2O2S", "method": "the ωB97M-V functional and the def2-TZVPD basis", "symbols": ["N", "N", "O", "O", "S", "H", "H"], "positions_angstrom": [[-0.27, 0.22, 0.14], [0.78, -0.44, 0.15], [-3.11, 0.67, -0.11], [1.98, 0.26, -0.12], [-2.18, -0.47, 0.05], [1.10, -1.44, 0.29], [1.70, 1.20, -0.40]], "homo_ha": [-0.2807, -0.2811], "total_energy_ha": -659.18929, "orbital_gap_ev": [7.1, 7.1], "fmax_ev_per_a": 2.253}